C7H9N | wB97M-V/def2-TZVPD

Positions of all 17 atoms, in Å:
1 C -0.1230 0.3775 1.2076
2 C 1.3206 -0.6821 0.0345
3 N 0.5245 -0.9002 1.2330
4 C 0.0829 -1.4491 -0.1733
5 H -1.7681 -0.5978 -1.6953
6 H -2.2637 0.9278 0.4980
7 C 1.2281 0.7576 -0.6771
8 H 0.2782 -2.5684 -0.2719
9 C -1.3828 -0.6672 -0.5134
10 C 0.2014 1.4005 0.0402
11 H -2.4313 -1.0595 -0.2591
12 C -1.1562 0.6838 0.3039
13 H 0.8241 0.4754 -1.6725
14 H 2.3315 1.2409 -0.7768
15 H 0.0778 2.3824 0.2359
16 H -0.2042 0.7814 2.1831
17 H 2.4604 -1.1029 0.3033

Output
Relative energy (zero: lowest compared OMol25 entry of this formula, charge and spin) ... 581.15 kJ/mol
SMILES ... C1[C@H]2[C@H]3C[C@H]4[C@@H]1N4[C@H]32
Molecular weight ... 107.2 g mol⁻¹
LUMO level ... 0.0360 hartree
Net charge ... 0

=====

C6H11N2P | wB97M-V/def2-TZVPD

Positions of all 20 atoms, in Å:
1 H -0.4733 0.4954 -3.4367
2 H 0.4119 1.3397 2.6702
3 H -2.4349 -2.0473 -0.1018
4 N -0.9569 -0.0419 2.0108
5 H 2.1251 2.1628 -0.0431
6 C 0.0730 0.5107 -2.4451
7 P 0.1146 -1.1927 -1.6936
8 C 0.8355 0.5221 0.7693
9 H 1.4832 -1.2452 -1.2929
10 H -2.2726 -2.4282 1.6395
11 H -3.3450 -0.9155 0.8887
12 C -0.3000 -0.5754 -0.0547
13 H 2.5544 1.2537 1.5883
14 C 2.2217 1.1056 0.4870
15 C -1.1562 -0.7982 0.9474
16 H -0.5040 1.2852 -1.9252
17 H 2.8075 0.5023 -0.2039
18 C -2.4191 -1.5790 0.8966
19 N 0.1882 0.6358 1.8818
20 H 1.0469 1.0100 -2.5827

Output
Relative energy (zero: lowest compared OMol25 entry of this formula, charge and spin) ... 159.64 kJ/mol
SMILES ... CPc1c(C)n[nH]c1C
Molecular weight ... 142.1 g mol⁻¹
LUMO level ... 0.0272 hartree
Net charge ... 0

=====

CH6ClNSi | wB97M-V/def2-TZVPD

Positions of all 10 atoms, in Å:
1 N -0.6277 1.1000 -0.0233
2 H 0.6029 -1.6276 0.5518
3 H 2.3278 -1.2901 0.4606
4 H 2.1845 1.5626 0.0654
5 Cl -4.2042 -0.2362 -0.0101
6 H 1.3778 -1.4476 -1.0067
7 Si 0.9562 0.7709 0.0269
8 H -2.9922 0.1929 -0.0197
9 C 1.3619 -1.0694 0.0113
10 H -0.9870 2.0444 -0.0561

Output
Relative energy (zero: lowest compared OMol25 entry of this formula, charge and spin) ... 285.96 kJ/mol
SMILES ... [H]/N=[SiH]/C.Cl
Molecular weight ... 95.6 g mol⁻¹
LUMO level ... 0.0069 hartree
Net charge ... 0

=====

C5H13NO2 | wB97M-V/def2-TZVPD

Positions of all 21 atoms, in Å:
1 C -0.8802 1.5164 0.1239
2 O 0.9319 -2.3148 -1.9629
3 H 0.4201 -0.2801 1.9234
4 C -0.7905 2.8696 -0.4448
5 H 2.5797 0.1415 -1.2234
6 H -1.9067 -1.7752 0.2682
7 H -2.5291 0.3003 -0.6241
8 O 2.5049 1.0319 -1.5125
9 H -0.0723 1.5406 0.7948
10 C -1.5628 0.3287 0.0019
11 C -1.2550 -0.9336 0.6387
12 H 1.6844 -2.4013 -2.4959
13 N -0.1758 -2.0403 2.5773
14 H -1.7864 3.1991 -0.7852
15 H -1.0171 -2.5870 2.8034
16 H 0.6746 -2.5663 2.6623
17 H 3.1548 1.1267 -2.3226
18 H -0.3903 2.6605 -1.3052
19 C -0.3184 -1.0469 1.5903
20 H -0.5341 3.5812 0.3533
21 H 1.2682 -2.3509 -1.0610

Output
Relative energy (zero: lowest compared OMol25 entry of this formula, charge and spin) ... 400.24 kJ/mol
SMILES ... C/C=C/C=C/N.O.O
Molecular weight ... 119.2 g mol⁻¹
LUMO level ... 0.0157 hartree
Net charge ... 0

=====

C39H91Cl14O17P4 | wB97M-V/def2-TZVPD

Positions of all 165 atoms, in Å:
1 C -6.3067 -0.1599 1.8454
2 H 8.4184 -1.6681 1.2031
3 H -0.5171 -0.1699 -6.7647
4 H -4.9046 -0.3594 0.2367
5 C 0.1407 -1.0391 -6.7562
6 C 3.8085 4.8658 1.7982
7 H -1.4561 -7.2344 -1.7102
8 O 5.5344 -2.2644 2.3156
9 H 4.4268 -0.3170 -2.5311
10 H -2.3452 -5.8916 0.1616
11 H -3.2179 -1.4937 -8.3225
12 H 5.9043 -1.0139 -2.7776
13 H 0.9135 1.7096 4.8694
14 H 1.6391 -0.6613 -1.5835
15 P 0.3024 -3.6787 0.4593
16 Cl -2.8686 2.5597 -5.3231
17 H 6.7414 0.6935 -0.6677
18 H -2.8994 -2.7673 0.4466
19 O -1.0578 -4.3502 -0.0958
20 C 8.2615 -0.9964 2.0471
21 C 0.3517 -2.5565 5.0449
22 O 5.7634 -1.0034 -0.0206
23 H -4.3579 -2.1631 -6.4286
24 H 5.6340 0.7507 -2.9949
25 C -1.6819 0.2226 1.2504
26 C 0.3880 2.6542 5.0094
27 H 8.2587 -1.6147 2.9447
28 Cl -5.6723 0.8450 5.3836
29 H -0.1430 -2.4255 4.0825
30 H -0.7675 -1.0378 -1.5280
31 C 0.1708 -1.6961 -8.1086
32 H 0.7199 8.3592 -0.2689
33 C -0.1603 -1.9403 -1.4593
34 H -4.6911 2.3355 2.4687
35 P 2.8365 5.5134 -0.5588
36 H 4.2871 -4.9239 1.8059
37 C 2.2921 8.6280 1.1338
38 H 3.7431 2.9280 0.7500
39 O -2.2626 -3.6440 -6.7177
40 O 7.0758 -0.2469 2.0962
41 O -1.9149 -3.0124 -4.1637
42 H 2.6769 -4.9964 2.2523
43 H 3.4986 0.2124 3.7050
44 H 1.8899 -2.3242 -2.0959
45 H 9.5155 0.4741 1.0769
46 C 4.2493 3.3787 1.6037
47 H -4.7817 -0.5530 -8.2641
48 H -3.3124 3.2626 -1.7464
49 H 2.7841 5.1110 2.0786
50 C -5.0325 3.2954 2.0813
51 H -4.4795 -0.4149 -5.9119
52 C 1.4548 -3.5773 4.9373
53 C -3.8959 -2.0712 -2.9369
54 Cl -4.5919 -4.4425 0.3759
55 H 1.0528 -4.5838 4.8216
56 O 3.9686 5.5653 0.6111
57 H -4.1887 -1.3323 -3.6828
58 P -1.8099 -2.5874 -5.7385
59 H 2.0879 1.2596 1.8778
60 H 3.3595 -1.3441 2.7970
61 H 0.0023 -6.2889 -1.6654
62 C 3.4231 -0.2583 2.7248
63 H -0.4875 -2.8333 5.6830
64 H 2.1035 -3.2524 4.1239
65 C 2.1879 0.1811 1.9998
66 H 0.8562 -2.5406 -8.0376
67 H -0.5984 -2.8468 -1.8771
68 C 9.4152 -0.0291 2.0386
69 H -0.1692 1.8655 -1.5270
70 H 9.2558 0.7298 2.8046
71 H -1.7474 0.3041 0.1654
72 C -4.1455 3.5619 0.8020
73 Cl -4.4921 -3.8782 3.5413
74 Cl 0.9715 -0.9454 5.5739
75 H 1.4502 8.8276 1.7966
76 C -1.0705 -6.2414 -1.4789
77 H -3.7588 -3.7751 -4.3949
78 H 2.4146 8.4229 -0.9727
79 C -3.9263 0.8134 5.3915
80 O 3.3808 5.6602 -1.9307
81 C -3.7927 -0.7077 -7.8326
82 H 1.0270 3.3966 5.4875
83 O 0.3803 -3.7102 1.9526
84 H -5.7464 1.0939 0.1235
85 H -3.9099 -1.0771 4.4027
86 H 4.4907 5.2875 2.5364
87 H -4.7169 -2.2906 -2.2543
88 O 2.0276 4.0967 -0.3300
89 Cl -3.4076 -1.5625 6.7471
90 H -3.1963 0.2004 -7.9200
91 H -3.6085 1.3846 4.5193
92 H 2.8717 9.5413 0.9992
93 H -0.6614 -6.1692 0.7371
94 H -3.6097 1.2755 6.3265
95 H -2.5324 -2.6333 2.9245
96 P 5.7515 -1.0136 1.6262
97 O -2.8824 0.5935 1.8382
98 C -5.8882 0.0619 0.4442
99 C 5.8058 0.1566 -0.8238
100 Cl -0.6131 4.8934 3.6297
101 Cl -6.9421 -0.6863 -0.6970
102 H 3.2258 -6.1839 1.0965
103 Cl -8.0152 0.4197 2.1086
104 H 0.9786 1.8602 -0.1059
105 C 0.8826 3.7920 -1.1161
106 Cl -0.9726 2.4448 6.1422
107 H 2.1731 -0.1902 0.9751
108 Cl -4.3163 5.2124 0.1205
109 C -3.5188 3.3105 -2.8156
110 H -5.6557 0.4458 2.4758
111 H -0.8377 -1.9209 -8.4556
112 C -3.8716 -1.1888 -6.3804
113 C -3.6608 -3.1254 1.1396
114 H 1.2963 -0.1277 2.5455
115 C -2.8595 2.0983 -3.6120
116 C -3.0757 -3.4754 2.4959
117 Cl 2.4825 -3.5345 6.3947
118 H 0.9549 -1.2781 -3.1462
119 O 1.7583 6.6223 -0.1519
120 H 4.2153 2.7135 2.4665
121 O -2.6280 -1.1892 -5.7062
122 H -3.3850 1.1450 -3.5565
123 H 1.5548 1.8519 -1.6693
124 H -6.1043 3.1651 1.9319
125 H 2.8843 -3.0829 0.5826
126 H -2.3685 -0.6475 4.8829
127 C 1.7622 8.0526 -0.1819
128 H -3.0874 -3.9889 -2.8145
129 C -1.2863 -5.7315 -0.0414
130 C 2.8812 -4.1288 0.2759
131 O 1.5988 -4.4238 -0.1852
132 C 5.4801 -0.1089 -2.3427
133 H 5.2948 3.2861 1.3096
134 H 5.1048 0.9038 -0.4517
135 Cl -5.2971 3.2818 -2.9338
136 H -4.3571 2.8030 0.0488
137 H -3.1206 3.3918 1.1318
138 H 0.7476 -1.0630 -8.7829
139 C -3.3981 -0.5975 5.2370
140 Cl -4.7496 4.4136 3.3823
141 O 4.5724 0.0474 1.9576
142 H -2.4236 -4.3412 2.3801
143 H -1.8318 1.8929 -3.3125
144 C 0.7385 2.2759 -1.0845
145 C -0.0714 3.1741 3.6427
146 H -3.1907 4.2288 -3.3027
147 C 3.3083 -5.1332 1.3744
148 O 0.2635 -2.1760 -0.1079
149 O -0.2760 -2.0804 -5.9173
150 H -1.5400 -5.5579 -2.1863
151 H 2.8830 7.8699 1.6480
152 C 1.1759 -1.5006 -2.1023
153 H 1.1571 -0.7226 -6.5221
154 H -3.1005 -1.5974 -2.3616
155 H -1.4300 -0.8336 1.3462
156 H -4.2796 -2.2669 1.4009
157 C -3.1877 -3.2624 -3.6209
158 H 0.0168 4.2830 -0.6718
159 H -0.7925 0.7314 1.6221
160 H 0.8910 4.1860 -2.1323
161 H -0.8370 2.5945 3.1270
162 H 0.8108 3.1179 3.0050
163 H 10.3605 -0.5260 2.2568
164 H 3.4931 -4.1577 -0.6257
165 H -6.1647 -1.1485 2.2820

Output
Molecular weight ... 1452.4 g mol⁻¹
LUMO level ... 0.0654 hartree
Net charge ... -1

=====

C41H45IN5OPPbS3 | wB97M-V/def2-TZVPD

Positions of all 98 atoms, in Å:
1 H 6.6635 0.1872 2.2724
2 C 4.0152 2.0922 2.2347
3 C -4.2053 0.7447 -4.3245
4 C -3.6968 -0.0370 3.4751
5 C -4.5363 -0.5583 -4.6592
6 C -0.1150 -0.0761 5.2647
7 C 1.2366 -2.8644 1.0871
8 C -3.4509 3.4472 0.2744
9 C -4.0597 2.6486 4.0380
10 H -2.2341 0.6121 2.0567
11 H -1.2436 -0.1547 0.0639
12 H -5.3785 -0.7457 -5.3055
13 S 5.5237 -0.2845 -2.4812
14 C -2.9605 0.9179 2.7969
15 H -0.0477 -3.6692 -0.4482
16 H -4.7852 1.5682 -4.7143
17 H -0.7094 -1.4893 -0.9673
18 C -1.1661 2.6794 0.2897
19 H 3.2984 2.8441 2.4969
20 H -4.5111 2.7979 -1.4887
21 C 5.7548 0.7338 2.1325
22 C 0.9155 -0.1484 -3.6277
23 H 0.8217 0.9244 -3.7115
24 H 6.5343 1.8694 -2.1018
25 C -1.2585 2.6005 -1.1845
26 C -3.6419 2.5030 -0.9004
27 C 2.1420 -3.1825 2.0978
28 C 0.6459 -2.3422 -4.5113
29 H -5.4802 1.9918 5.4937
30 C -0.8254 -1.1606 0.0643
31 H 1.3738 1.4576 5.0421
32 H -3.3984 4.4894 -0.0676
33 H -4.2817 3.3476 0.9752
34 C 1.8009 -5.5202 1.6859
35 H -2.6096 4.2960 2.6168
36 C -3.1278 2.2663 3.0825
37 S 0.1445 2.6508 -2.0968
38 H 5.1934 1.9936 -3.2598
39 C 4.8299 -0.7326 -4.1132
40 C -2.2450 3.2886 2.4025
41 C -4.5966 0.3444 4.4562
42 P 0.8246 -1.0933 0.8716
43 H 2.6148 -2.3902 2.6642
44 C -2.7293 -1.3772 -3.3150
45 N 1.4363 -0.6086 -2.4948
46 C 0.9270 -5.2066 0.6588
47 H 2.0025 -6.5518 1.9302
48 H -1.0633 -2.2256 2.8351
49 H 3.1048 -4.7438 3.1957
50 C 1.2334 -2.8218 -3.3484
51 C 0.4970 -0.9723 -4.6574
52 C 0.4319 -0.6932 2.6116
53 H -1.2246 3.1940 2.7819
54 H 1.3922 -3.8770 -3.1939
55 I 5.9945 2.6230 4.6117
56 Pb 2.0857 0.9786 -0.5945
57 C 0.6437 -3.8860 0.3521
58 H 4.1537 0.0375 -4.4720
59 H 4.2936 -1.6728 -4.0053
60 N -2.4643 2.5631 -1.7450
61 H 6.7665 1.3070 -3.7686
62 N 3.8518 1.3130 1.1746
63 C -0.5272 -1.4186 3.3131
64 O 4.3447 -0.1083 -1.5647
65 H -1.5370 0.1202 -2.3592
66 C 1.6100 -1.9212 -2.3681
67 H -1.4884 -1.8386 0.5989
68 C 1.1328 0.3170 3.2566
69 H 4.9721 -0.1423 0.3390
70 C 0.8457 0.6426 4.5707
71 H 0.4585 -6.0002 0.0983
72 C -4.7793 1.6886 4.7321
73 N 4.9036 0.4965 1.1265
74 N -2.2251 3.1064 0.9661
75 H -5.1516 -0.4026 5.0046
76 H 0.0598 -0.5456 -5.5467
77 H -4.2148 3.6948 4.2547
78 H -2.1553 -2.1960 -2.9063
79 S 0.2702 2.3148 1.0880
80 C -0.7886 -1.1116 4.6361
81 C -2.6811 2.4027 -3.1699
82 H -3.4404 3.1216 -3.4885
83 H -3.8111 1.4771 -0.5454
84 C -3.1152 0.9915 -3.5023
85 H -3.5606 -1.0820 3.2449
86 H -0.3325 0.1653 6.2945
87 H 0.3181 -3.0144 -5.2893
88 C 2.4218 -4.5036 2.3950
89 H 5.6593 -0.8666 -4.8008
90 C -3.7988 -1.6189 -4.1608
91 H -1.5296 -1.6812 5.1755
92 C -2.3861 -0.0766 -2.9968
93 C 6.0511 1.4030 -2.9563
94 H -4.0601 -2.6304 -4.4280
95 H 1.9015 0.8475 2.7158
96 C 5.2093 1.7613 2.8815
97 H 2.0687 -2.2507 -1.4452
98 H -1.7483 2.6338 -3.6921

Output
Relative energy (zero: lowest compared OMol25 entry of this formula, charge and spin) ... 36.86 kJ/mol
Molecular weight ... 1085.1 g mol⁻¹
LUMO level ... -0.2228 hartree
Net charge ... +2

=====

F6NP2 | wB97M-V/def2-TZVPD

Positions of all 9 atoms, in Å:
1 F 1.0983 -1.0666 0.8310
2 N -0.4408 1.4424 -0.0534
3 P -1.3697 0.1465 -0.0654
4 P 1.4598 0.2409 0.1967
5 F -2.8308 0.4179 0.0255
6 F 2.0521 -0.1976 -1.1182
7 F -1.3280 -0.8986 -1.1942
8 F 2.7990 0.6744 0.7638
9 F -1.2398 -0.9014 1.0224

Output
Relative energy (zero: lowest compared OMol25 entry of this formula, charge and spin) ... 368.89 kJ/mol
Molecular weight ... 189.9 g mol⁻¹
LUMO level ... -0.3039 hartree
Net charge ... +1

=====

C18H34ClN5O4P | wB97M-V/def2-TZVPD

Positions of all 63 atoms, in Å:
1 H 0.7099 1.5942 -0.8543
2 N -3.5763 4.7818 -1.6901
3 C -1.7362 -1.1882 5.1911
4 Cl 5.7889 -2.3372 0.6407
5 H -0.8862 -0.9044 -3.8030
6 C 0.5217 1.0511 -3.1703
7 H -3.9642 6.8575 -1.5552
8 H -0.4270 2.8262 -1.8923
9 H -5.3679 5.7940 -1.8362
10 H 2.1087 -2.7327 1.9628
11 H -1.5283 0.9143 2.4492
12 H 3.1524 0.5549 -3.3792
13 H -1.7611 -2.1993 -0.1733
14 H 0.7221 -2.4948 6.7806
15 H -2.6724 -1.9963 6.9377
16 C 0.2308 -1.5195 6.7428
17 H -4.2046 6.0969 -3.1502
18 O 4.7176 -5.2253 1.3309
19 H 0.1583 -1.4594 4.6236
20 C -0.6034 0.5527 1.8115
21 H 4.0220 -1.3130 -5.1516
22 C -2.5461 4.6784 -0.8019
23 C 2.3067 -3.3566 -1.5280
24 H 0.4656 0.8303 2.2164
25 H -1.0843 -2.9650 -2.5986
26 C 0.2158 -1.3472 -3.6853
27 H -1.0809 0.3191 -0.4674
28 H 0.5278 -1.6703 -4.7899
29 O -0.0788 1.5274 -4.2966
30 C -2.0837 5.9271 -0.1048
31 C 1.9452 -2.8511 0.8084
32 O -2.1176 -1.1039 4.0261
33 C -0.8598 -0.2373 0.5633
34 N -0.4141 -1.3928 5.4574
35 H 5.6055 -5.7231 1.2427
36 C 0.0608 -2.7343 -2.8285
37 H -2.4059 -0.2209 6.9790
38 H 2.2064 0.4103 -5.0046
39 H -0.9410 -2.2845 1.5867
40 H -3.8288 3.8980 -2.1174
41 H -0.4722 -1.4332 7.5722
42 C -2.6832 -1.0730 6.3527
43 H 0.9865 -0.7340 6.8214
44 P 4.6112 -4.0511 0.0472
45 C 2.4264 -0.1690 -3.9869
46 H 2.6905 -3.7041 -2.5781
47 H -1.7270 6.6552 -0.8380
48 O -2.0272 3.5840 -0.5948
49 H -2.9000 6.3499 0.4869
50 C -0.8127 -1.8922 0.4708
51 N 1.1888 -0.3396 -3.1157
52 C 0.5240 2.1090 -1.8888
53 H 2.6077 -2.4575 -4.6349
54 N 2.9644 -3.4011 -0.1651
55 C 3.2646 -1.5508 -4.2601
56 N 0.8933 -2.8150 -1.5695
57 C -4.3141 5.9626 -2.0713
58 H -1.2584 5.6833 0.5697
59 C 0.6053 -2.4832 -0.1220
60 H 0.4244 -3.6334 -3.5246
61 H 3.9570 -1.8864 -3.3571
62 H 1.4515 2.8345 -2.0666
63 H -3.6986 -0.9119 5.9800

Output
Molecular weight ... 450.9 g mol⁻¹
LUMO level ... -0.1384 hartree
Net charge ... +1

=====

For each record above, in turn, the calculated HOMO level values are -9.0467; -7.8431; -10.0387; -7.4029; -4.5672; -12.9257; -17.4549; -9.6816 eV.
For each record above, in turn, the calculated E values are -326.66962; -685.96448; -846.11143; -403.42417; -10628.18868; -3964.38458; -1336.47079; -2081.88485 hartree.